14
Properties=species:S:1:pos:R:3:lowdin_spin:R:1 method="wB97M-V/def2-TZVPD" spin_multiplicity=3 e_tot_ha=-3203.790546 gap_ev="6.4 / 7.3" lumo_ev="0.684 / -2.097" homo_ev="-5.74 / -9.38"
H -2.89 0.62 -3.01 0.085
C 1.08 0.44 0.40 0.003
H -3.08 -1.82 -1.11 0.030
H 1.82 1.12 0.59 0.000
Br -1.76 -3.58 0.69 0.012
O -3.16 -0.88 -1.18 0.510
H 0.72 -0.08 2.50 0.000
S -2.04 -0.29 -2.31 1.341
H 0.62 0.49 -0.58 0.006
C 0.16 0.17 1.59 0.001
C -0.63 -1.01 1.37 0.004
H 1.71 -0.45 0.44 0.000
H -0.53 1.06 1.80 0.000
C -1.09 -2.02 0.92 0.008